# 1
Molecular formula: C33H35BeClN7O6P2S2
Method: DFT, ωB97M-V/def2-TZVPD

Computed properties:
Energy relative to the best compared isomer or geometry (same formula, charge and spin) in kcal per mole: 39.9
Gap between HOMO and LUMO in hartree: 0.2590
LUMO level in Ha: 0.0887

Geometry as ORCA input:
```
! RIJCOSX wB97M-V def2-TZVPD def2/J DEFGRID3
* xyz -1 1
Be 13.4356 13.0708 13.0819
C 10.9300 4.7577 11.1743
N 12.0634 4.6371 10.2243
C 11.6009 5.1674 8.9061
N 11.0256 6.4850 8.8999
C 9.8440 6.4617 9.8020
N 10.2776 6.0031 11.1560
C 10.9605 7.0166 11.9183
P 12.6093 7.0520 10.9142
C 13.2410 5.2666 10.7483
C 11.9827 7.5030 9.2768
H 11.2413 4.4149 12.2088
H 10.1851 3.9696 10.7438
H 10.7947 4.5305 8.5591
H 12.4719 5.0866 8.1754
H 9.1455 5.7247 9.4776
H 9.3915 7.4233 9.8492
H 11.2036 6.7551 12.9777
H 10.4352 7.9667 11.7365
H 13.5199 4.8004 11.7033
H 14.1169 5.1232 10.0889
H 12.7839 7.5660 8.5466
H 11.4513 8.4664 9.2942
N 14.2333 13.4753 11.8320
P 15.4458 13.8155 10.9931
C 16.1576 12.3755 10.1841
C 16.4959 11.2794 11.0027
C 17.0829 10.1529 10.4110
C 17.3174 10.1357 9.0397
C 16.9179 11.2103 8.2783
C 16.2297 12.2766 8.8150
C 15.0002 15.0079 9.6958
C 15.9544 15.5410 8.7998
C 15.6031 15.8623 7.5205
C 14.2734 15.9499 7.1075
C 13.3343 15.6972 8.1024
C 13.6696 15.2286 9.3787
C 16.8635 14.5482 11.8861
C 18.1260 14.5783 11.2957
C 19.0971 15.3335 11.9689
C 18.9364 15.9251 13.2102
C 17.6656 15.9419 13.7502
C 16.6663 15.2686 13.1174
H 16.2256 11.3487 12.0661
H 17.3227 9.2762 11.0146
H 17.6755 9.1956 8.5825
H 17.0214 11.1997 7.2028
H 15.8079 13.0750 8.1914
H 17.0326 15.5460 9.0685
H 16.4114 16.0665 6.8149
H 13.9421 16.1312 6.0191
H 12.2609 15.8128 7.8878
H 12.7916 14.8512 9.9945
H 18.4501 13.9897 10.4583
H 20.0560 15.3921 11.4895
H 19.8514 16.1304 13.7479
H 17.4868 16.4624 14.6998
H 15.6568 15.3890 13.4728
O 10.6830 15.1009 14.6368
Cl 11.5657 14.9574 13.5210
O 12.8690 15.4928 13.8569
O 10.9598 15.4827 12.3717
O 11.8919 13.4175 13.2168
N 7.9433 14.4405 15.3880
C 8.5933 13.1995 15.4081
C 9.1786 12.6792 16.6364
C 10.0188 11.5719 16.5327
C 10.0867 10.9055 15.3359
C 9.2931 11.2203 14.2550
C 8.5093 12.3904 14.2977
S 11.2791 9.6554 15.1587
O 10.7289 8.5458 14.3596
O 11.8591 9.1577 16.4124
N 12.2826 10.5525 14.2162
C 13.4242 10.9108 14.7459
S 14.2452 10.1828 16.1220
C 15.5296 11.3807 16.0076
C 15.2572 12.2643 14.9627
N 14.1228 12.0290 14.2647
H 8.3676 15.2168 15.8928
H 7.8474 14.7630 14.4610
H 9.1780 13.2312 17.5862
H 10.6634 11.1777 17.3468
H 9.3915 10.6226 13.2980
H 7.7290 12.6895 13.5352
H 16.2789 11.4115 16.8104
H 16.0005 13.0474 14.6624
*
```


# 2
Molecular formula: C18H40CrN5P3Se
Method: DFT, ωB97M-V/def2-TZVPD

Computed properties:
Energy relative to the best compared isomer or geometry (same formula, charge and spin) in kcal per mole: 37.5
Gap between HOMO and LUMO (spin up / spin down) in hartree: 0.1263 / 0.1700
LUMO level (spin up / spin down) in Ha: -0.4355 / -0.3921

Geometry as ORCA input:
```
! RIJCOSX wB97M-V def2-TZVPD def2/J DEFGRID3
* xyz 3 4
Cr -0.2427 -0.1444 0.7664
P -0.4793 0.1420 2.9797
P -2.0906 -1.8035 0.7775
P -1.6812 1.3288 -0.1663
H 5.4158 3.0094 -2.0832
C 4.8263 3.7093 -1.4672
C 4.0895 3.4280 -0.3902
H 3.8068 2.4165 -0.0634
C 0.6455 -0.9328 3.9464
C -2.0307 0.0124 3.9685
C 0.1169 1.8263 3.3990
C -2.1700 -2.8065 -0.7413
C -1.9371 -3.1569 1.9978
C -3.8800 -1.4658 0.9511
C -0.7158 2.7535 -0.7342
C -3.0085 2.0295 0.8869
C -2.6148 0.8473 -1.6578
H 5.0370 4.7896 -1.6592
H 3.7376 4.3253 0.1670
H 1.6736 -0.5556 3.8516
H 0.6060 -1.9426 3.5208
H 0.3599 -0.9827 5.0129
H -2.4621 -0.9944 3.8865
H -2.7820 0.7306 3.6105
H -1.8359 0.2116 5.0327
H 1.1706 1.9084 3.0958
H 0.0218 2.0285 4.4822
H -0.4641 2.5690 2.8335
H -3.0618 -3.4416 -0.6607
H -1.2513 -3.3981 -0.7930
H -2.2547 -2.1618 -1.6227
H -2.8030 -3.8192 1.8564
H -1.9200 -2.7813 3.0243
H -1.0116 -3.7030 1.7812
H -4.3744 -2.4466 0.8435
H -4.2298 -0.7914 0.1638
H -4.0827 -1.0544 1.9467
H -1.3665 3.4589 -1.2675
H 0.0835 2.4130 -1.4069
H -0.2472 3.2431 0.1267
H -3.5397 2.8088 0.3216
H -2.5890 2.4628 1.7997
H -3.7309 1.2536 1.1761
H -3.1249 1.7318 -2.0648
H -3.3607 0.0793 -1.4253
H -1.9130 0.4371 -2.3896
C 1.1890 0.1468 -3.6948
C 2.0997 0.6834 -2.7493
C 2.7769 1.8388 -3.0723
C 2.5958 2.4748 -4.2932
C 1.5661 2.0402 -5.1444
C 0.8281 0.9178 -4.8110
Se 0.4824 -1.6366 -3.9056
H 1.7518 -2.1491 -3.3637
H 2.3805 0.2213 -1.7611
H 3.4769 2.2721 -2.3170
H 3.2608 3.3195 -4.5469
H 1.3366 2.5744 -6.0569
H 0.0336 0.5499 -5.4431
N 1.8612 -5.1650 0.3263
N 1.7675 -3.7851 0.3040
N 2.9186 -3.0996 0.5502
C 2.4841 -1.8513 0.6438
N 1.1670 -1.7442 0.5126
N 0.6743 -3.0047 0.3642
H 1.0951 -5.6993 -0.1155
H 2.7882 -5.4699 0.0496
H 3.1311 -1.0062 0.9105
*
```


# 3
Molecular formula: C32H46ClNO7
Method: DFT, ωB97M-V/def2-TZVPD

Computed properties:
Gap between HOMO and LUMO in hartree: 0.2606
LUMO level in Ha: -0.0546

Geometry as ORCA input:
```
! RIJCOSX wB97M-V def2-TZVPD def2/J DEFGRID3
* xyz 0 1
C 4.2108 -1.8787 4.0435
C 4.2992 -2.8976 2.7227
C 2.9950 -2.6742 1.7068
C 1.5470 -3.4383 1.8708
C 0.2353 -3.1876 0.8956
C 0.4336 -2.0743 -0.3368
C 1.8829 -1.3122 -0.4961
C 2.1237 -0.1630 -1.6671
C 1.9498 1.2993 -0.8805
N 0.5743 1.5022 -0.2847
C 0.0921 2.9346 -0.5114
C -1.3849 3.0470 0.1936
C 0.5444 1.3032 1.2149
C 1.4885 2.0585 2.3231
O -0.3427 0.3793 1.6765
C 3.2001 -1.5826 0.4984
O 4.4474 -0.7994 0.2582
C 5.4402 -1.5917 -0.4835
C 5.9449 -0.9342 -1.8969
C 5.9596 0.7039 -1.9408
O 7.3345 -1.3694 -2.2603
C -0.8818 -1.8431 -1.2986
O -0.8626 -1.5398 -2.6015
C -2.4039 -2.0472 -0.6359
C -3.6737 -1.1891 -1.2751
C -5.2183 -1.3862 -0.6913
C -5.3801 -2.4591 0.5576
C -4.0999 -3.3221 1.1984
C -4.4184 -4.3610 2.4266
C -4.5957 -3.6124 3.9046
C -5.9558 -2.6858 3.9898
Cl -6.0916 -1.8993 5.6969
C -2.5750 -3.1400 0.6159
C -1.2378 -3.9486 1.1150
O -1.2021 -5.1601 1.6767
H 5.2859 -1.8717 4.5603
H 3.4261 -2.2791 4.8334
H 3.9970 -0.7521 3.7212
H 4.4184 -4.0186 3.0424
H 5.3029 -2.5832 2.1678
H 1.4047 -4.2172 2.7576
H 3.2378 -0.2173 -2.0906
H 1.4196 -0.2742 -2.5950
H 2.7719 1.3016 -0.0347
H 2.2685 2.1320 -1.6613
H 0.0883 3.0924 -1.6827
H 0.8556 3.6424 0.0487
H -1.9755 2.0113 0.2297
H -1.2072 3.4740 1.2872
H -2.0392 3.7613 -0.4679
H 1.3130 3.2232 2.4040
H 2.6481 1.7943 2.2174
H 1.1790 1.6227 3.3901
H 4.9095 -2.6225 -0.7686
H 6.3706 -1.7680 0.2164
H 5.2543 -1.3120 -2.7798
H 5.2727 1.2327 -1.1549
H 7.0481 1.1819 -1.9141
H 5.5240 1.0100 -3.0094
H 7.3778 -1.2342 -3.2714
H -3.5533 -0.4282 -2.1653
H -6.0958 -0.7869 -1.1891
H -6.4712 -2.6275 0.9639
H -3.6794 -5.2659 2.4938
H -5.4925 -4.8263 2.1958
H -3.6531 -2.9973 4.2280
H -4.7462 -4.4891 4.6877
H -5.8228 -1.7952 3.2314
H -6.9430 -3.2984 3.8456
C -0.3958 7.8190 -0.2699
C 0.1739 7.1103 0.9414
O 0.6222 5.8129 0.5780
H -1.2293 7.2486 -0.6927
H -0.7502 8.8193 -0.0057
H 0.3600 7.9092 -1.0570
H -0.5904 7.0027 1.7167
H 1.0162 7.6679 1.3623
H 1.3066 5.9198 -0.1047
C -4.2822 -0.3259 -5.6470
C -3.7769 1.0162 -6.1343
O -3.2108 1.7429 -5.0535
H -5.0338 -0.1922 -4.8622
H -4.7258 -0.8969 -6.4674
H -3.4666 -0.9116 -5.2104
H -4.5987 1.6070 -6.5496
H -3.0155 0.8909 -6.9102
H -2.4767 1.2138 -4.6971
*
```


# 4
Molecular formula: C50H109F3N5O6
Method: DFT, ωB97M-V/def2-TZVPD

Computed properties:
Gap between HOMO and LUMO (spin up / spin down) in hartree: 0.3038 / 0.2394
LUMO level (spin up / spin down) in Ha: -0.2841 / -0.3485

Geometry as ORCA input:
```
! RIJCOSX wB97M-V def2-TZVPD def2/J DEFGRID3
* xyz 4 2
C -0.0809 -0.4467 -0.1159
C 0.8025 -1.5601 -0.6716
O 0.6912 -2.0685 -1.7888
O 1.6363 -1.9432 0.1351
H -0.7237 -0.7944 0.6928
H -0.7843 -0.0674 -0.8571
H 0.5785 0.2906 0.3420
C 2.0230 0.5005 2.8487
C 0.9401 -0.2607 3.5468
C 0.8290 0.2393 5.0695
C 0.3715 1.6964 5.2422
N -0.1279 2.1572 6.6780
C -1.4911 1.4764 6.9141
C -2.2543 2.4564 7.9139
C -1.8635 3.8539 7.3865
C -0.5580 3.6237 6.4830
C 1.0062 1.7865 7.8111
C 2.3208 2.5204 7.6246
C 3.4666 2.0998 8.6539
H 2.8975 0.2602 3.4533
H 1.9780 1.5773 3.0116
H 2.0869 0.3041 1.7785
H 1.2296 -1.3106 3.5026
H 0.0525 -0.1431 2.9251
H 1.6728 -0.0074 5.7139
H 0.0444 -0.4764 5.3154
H -0.4440 1.8753 4.5414
H 1.2840 2.2655 5.0648
H -1.1739 0.4985 7.2766
H -2.0934 1.5458 6.0083
H -2.0522 2.2596 8.9667
H -3.3347 2.4232 7.7737
H -1.8621 4.5841 8.1957
H -2.6539 4.1498 6.6966
H 0.2226 4.3615 6.6682
H -0.9931 3.7920 5.4978
H 1.1646 0.7080 7.8121
H 0.5270 2.1999 8.6986
H 2.2723 3.6092 7.6072
H 2.5495 2.2381 6.5969
H 3.5711 1.0162 8.7071
H 3.1668 2.3218 9.6781
H 4.4867 2.4493 8.4949
C -5.7060 5.8484 -2.8433
C -4.7647 6.5363 -3.7977
C -3.3092 6.3755 -3.2227
C -2.9287 4.9189 -2.9388
N -1.4207 4.7914 -2.5242
C -1.1302 3.3217 -2.0527
C -1.1497 3.4049 -0.5200
C -0.3358 4.6953 -0.4519
C -1.0538 5.6998 -1.3092
C -0.4194 5.0869 -3.6784
C -0.4439 4.1207 -4.8456
C 0.6865 4.3710 -5.7609
H -6.2047 4.9357 -3.1696
H -6.5518 6.5086 -2.6511
H -5.3718 5.5731 -1.8430
H -5.0554 7.5701 -3.9845
H -4.9578 6.0468 -4.7523
H -3.1990 6.9810 -2.3231
H -2.6787 6.8145 -3.9960
H -3.1696 4.2973 -3.8012
H -3.4075 4.4426 -2.0833
H -0.2265 3.1128 -2.6251
H -1.8094 2.5275 -2.3629
H -0.5967 2.5643 -0.1008
H -2.1453 3.4081 -0.0764
H 0.7163 4.5588 -0.7019
H -0.2740 5.1107 0.5539
H -0.4047 6.5490 -1.5225
H -1.9525 5.9490 -0.7450
H 0.6003 5.0986 -3.2935
H -0.6979 6.0925 -3.9936
H -1.3375 4.2379 -5.4587
H -0.4583 3.0419 -4.6908
H 1.0299 5.4052 -5.7855
H 0.3758 4.1102 -6.7726
H 1.6372 3.9462 -5.4388
C 1.4137 -0.9898 -6.3936
C 1.8130 0.0160 -5.4072
C 2.4692 -0.5457 -4.1622
C 3.9393 -0.8162 -4.3126
N 4.6284 -1.3292 -2.9350
C 6.1709 -1.5745 -3.0854
C 6.1561 -2.9452 -3.7483
C 4.9626 -3.7171 -3.0940
C 4.0101 -2.7256 -2.6173
C 4.4289 -0.3963 -1.7211
C 4.9005 1.0827 -2.0143
C 5.3947 1.9023 -0.8688
H 0.6595 -1.7413 -6.1598
H 2.2873 -1.6188 -6.5646
H 0.9083 -0.6115 -7.2822
H 1.0246 0.7463 -5.2254
H 2.4989 0.6348 -5.9858
H 1.9746 -1.3747 -3.6560
H 2.4531 0.1544 -3.3269
H 4.5109 0.0857 -4.5317
H 4.1569 -1.4406 -5.1791
H 6.6111 -1.5100 -2.0904
H 6.6909 -0.8292 -3.6873
H 7.1084 -3.4642 -3.6399
H 6.2288 -2.9727 -4.8355
H 5.3217 -4.3243 -2.2631
H 4.3765 -4.4190 -3.6874
H 3.6846 -2.8808 -1.5887
H 3.1261 -2.9168 -3.2257
H 4.9190 -0.7870 -0.8293
H 3.3479 -0.4316 -1.5859
H 4.0795 1.7194 -2.3438
H 5.6613 1.1423 -2.7926
H 6.2165 1.4581 -0.3072
H 4.6515 1.9400 -0.0724
H 5.5544 2.9366 -1.1736
C 5.0535 -7.3774 2.2715
C 4.5721 -6.5782 1.0051
O 5.2941 -5.9888 0.2875
N 3.0546 -6.5450 0.7902
H 2.8798 -7.1531 0.0030
H 2.6826 -7.0217 1.5992
C 2.4158 -5.1549 0.4857
H 5.1757 -6.6445 3.0690
H 6.0513 -7.7159 1.9923
H 4.4339 -8.2508 2.4749
H 1.3488 -5.3637 0.4085
H 2.6886 -4.8260 -0.5170
H 2.5679 -4.3370 1.1900
C -4.2904 -5.6375 -2.4916
C -4.0927 -4.3453 -3.3469
N -2.8084 -3.4533 -3.1411
C -1.5508 -4.3068 -3.4777
C -2.9356 -2.2222 -4.1275
C -1.9899 -1.0390 -3.7228
C -2.5891 -3.1283 -1.6356
C -3.7090 -2.5399 -0.8567
O -4.8963 -3.4011 -0.6053
C -5.5399 -3.1283 0.6184
H -5.3055 -5.5880 -2.0977
H -3.6180 -5.8089 -1.6511
H -4.2677 -6.5277 -3.1203
H -4.9644 -3.6929 -3.2957
H -4.1361 -4.5858 -4.4091
H -1.3327 -4.2141 -4.5417
H -1.5632 -5.3666 -3.2229
H -0.7386 -3.8235 -2.9348
H -3.9712 -1.9023 -4.0124
H -2.8054 -2.5522 -5.1581
H -2.0654 -0.6922 -2.6922
H -1.9905 -0.2090 -4.4294
H -0.9770 -1.4374 -3.7818
H -1.6371 -2.6102 -1.5202
H -2.3464 -4.0857 -1.1745
H -3.9964 -1.5814 -1.2889
H -3.2067 -2.2417 0.0635
H -5.3957 -2.1178 1.0008
H -5.1304 -3.8269 1.3480
H -6.5852 -3.3854 0.4471
C -2.8754 -2.0977 5.2012
O -2.8614 -0.8339 4.4651
O -2.2970 -1.9591 6.4665
C -4.2721 -2.7730 5.1531
F -4.6735 -3.3256 3.9885
F -4.2248 -3.7850 6.0274
F -5.2773 -1.9939 5.5909
C -3.0197 -0.9747 3.0397
C -2.7898 0.2950 2.2494
H -2.7407 0.1383 1.1718
H -3.7610 0.7831 2.3309
H -2.0374 0.9312 2.7154
H -4.0344 -1.2810 2.7855
H -2.3207 -1.6458 2.5405
H -2.2032 -2.6409 4.5370
*
```


Number 1: E -110670.6472 eV, molecular weight 796.23 g mol⁻¹. Number 2: E -148369.2053 eV, molecular weight 550.43 g mol⁻¹. Number 3: E -62249.1323 eV, molecular weight 592.17 g mol⁻¹. Number 4: E -81463.7930 eV, molecular weight 933.45 g mol⁻¹.